--- w ---
DFT (ωB97M-V/def2-TZVPD) results for a 2-piece molecular cluster, C3H7N2S2 overall.

ORCA input file:
```
! wB97M-V def2-TZVPD RIJCOSX def2/J DEFGRID3
* xyz 1 1
H -1.7501 -3.8507 3.1020
H 3.9322 1.1734 5.5802
H 2.2003 -0.5996 4.9063
H 5.1006 2.2184 3.5504
N 2.8541 -0.0676 2.9050
H 3.9566 0.9396 1.3373
H -0.9162 -2.7486 0.3344
C 4.3331 1.4470 3.4877
C 3.7735 0.8215 2.4053
S -1.0764 -2.6915 2.9445
H 2.2574 -0.6987 2.3404
S -0.0268 -3.1953 1.2466
N 3.7296 0.9111 4.5986
C 2.8302 -0.0102 4.2401
*
```

For the frontier orbital gap, the calculation gives 9.196 eV. The calculation puts the molar mass at 135.24 Da. The HOMO energy is -12.500 eV.

=====

--- x ---
DFT (ωB97M-V/def2-TZVPD) results for an isolated ion of composition C3H7N2S2 and charge +1.

ORCA input file:
```
! wB97M-V def2-TZVPD RIJCOSX def2/J DEFGRID3
* xyz 1 1
C -2.3661 0.7201 -0.9100
S 3.2087 -0.7045 -0.2877
N 0.5955 -0.6064 0.1027
H -3.4000 0.9997 -0.9029
H 0.7310 -1.5830 -0.3729
H 2.9238 1.7191 0.8870
H 2.4675 -1.8626 -0.6011
H -1.7513 1.0760 -1.6514
H -0.6817 -0.9196 1.5919
C 1.7406 0.1354 0.1259
N -1.9068 -0.0627 0.0504
S 1.7140 1.8302 0.4915
H -2.5112 -0.1264 0.9290
C -0.7640 -0.6153 0.5475
*
```

For the frontier orbital gap, the calculation gives 6.760 eV. The calculation puts the molar mass at 135.24 Da. The HOMO energy is -11.422 eV.

=====

Short version: w is the most stable of them.

=====

--- w ---
DFT (ωB97M-V/def2-TZVPD) results for C44H34F5IMnN6O2S2 as an isolated structure.

ORCA input file:
```
! wB97M-V def2-TZVPD RIJCOSX def2/J DEFGRID3
* xyz 0 6
H 8.0511 13.6052 16.0037
F 14.3733 13.1946 19.6310
H 5.7487 10.0188 14.5072
C 16.4644 11.8457 8.5765
F 12.3370 12.8703 18.0800
H 11.1579 16.2423 10.3203
C 7.6928 13.9106 8.0908
C 15.7100 11.6729 18.3302
I 10.7708 9.8242 17.7159
S 13.9839 11.8020 13.1574
N 10.4664 5.9483 10.9533
H 13.6733 15.2974 14.3271
C 8.0924 13.1113 9.1734
C 7.4556 11.1480 15.1738
H 8.0885 15.7676 7.0513
C 14.4241 14.5957 10.2833
C 12.1637 8.9039 14.3086
H 7.6179 12.1344 9.3702
C 14.6702 10.6827 9.6643
C 15.2555 10.1220 7.3662
C 9.3524 15.5601 8.7580
H 7.2933 16.9133 14.7563
H 7.1038 16.1403 16.9677
H 12.8682 13.8011 8.9841
H 7.1716 12.0735 14.6665
C 14.5216 12.3555 18.5664
C 9.7240 14.7753 9.8625
H 14.0707 10.4823 10.5577
H 14.6300 15.5128 10.8673
C 14.7362 10.7707 16.3146
N 9.5878 12.1774 15.7648
F 16.7274 11.7489 19.2034
H 9.1132 8.8917 11.9674
C 9.0977 13.4080 15.7317
C 13.0183 14.5946 9.7251
C 9.0969 15.8018 15.0802
C 9.8378 14.6244 15.4283
H 13.6498 9.1969 8.5060
C 13.4458 12.2131 17.6962
C 10.2905 10.0056 13.3914
C 12.0281 7.8751 13.4187
S 10.9399 13.1028 12.8372
C 9.1240 13.5254 10.0147
C 15.8095 12.6227 10.8767
N 14.6185 13.4141 11.1419
H 9.8594 16.4970 8.5268
C 10.0056 8.9345 12.5964
C 13.5285 11.4458 16.5294
C 13.3193 16.0705 14.9937
C 15.6606 11.6739 9.7071
H 9.2106 17.9039 14.6068
O 12.1412 13.7900 15.6793
O 6.9311 15.4907 16.2816
H 9.4657 12.8703 10.8121
N 11.0987 17.1246 14.8056
C 8.1249 8.8652 16.6276
H 6.8798 13.5910 7.4510
C 8.9970 9.9492 16.5955
F 14.9225 9.9524 15.2391
H 13.6876 15.7808 15.9634
H 12.9563 8.8620 15.0641
C 13.6348 12.9578 11.9807
H 17.2489 12.5936 8.5716
Mn 11.8003 11.6621 15.1215
C 16.2406 11.1121 7.4037
C 8.3509 15.1303 7.8964
C 14.4656 9.9255 8.5165
H 15.1079 14.5674 9.4324
C 11.8219 16.0424 15.0100
H 6.3067 7.9956 15.8672
H 16.8638 11.3151 6.5383
C 12.2325 13.5186 11.8091
C 9.7656 16.9842 14.8174
H 10.5395 15.3792 11.7892
F 16.8733 10.0504 17.0047
C 10.6961 6.8044 11.6864
N 11.3698 10.0115 14.2169
C 15.8033 10.8444 17.2054
H 7.1585 15.2329 14.2921
H 8.4010 7.9853 17.2258
H 16.0070 12.0642 11.7931
C 6.6545 10.0056 15.1092
C 8.6838 11.1212 15.8538
C 10.9332 7.8892 12.5575
H 9.6701 10.9090 13.3386
C 10.8490 15.2675 10.7376
C 11.2869 14.7197 15.3929
H 12.7164 7.0346 13.3950
H 12.8318 15.5364 9.2257
C 7.5716 15.8952 15.0590
C 6.9492 8.8734 15.8590
H 15.0942 9.5085 6.4933
H 16.6303 13.3066 10.6414
H 13.7016 17.0405 14.6956
N 12.0228 14.4248 10.7905
*
```

For the frontier orbital gap (spin up / spin down), the calculation gives 5.635 / 5.723 eV. The calculation puts the molar mass at 1019.76 Da. The HOMO energy (spin up / spin down) is -7.277 / -7.360 eV.

=====

--- x ---
DFT (ωB97M-V/def2-TZVPD) results for C44H34F5IMnN6O2S2 as an isolated structure.

ORCA input file:
```
! wB97M-V def2-TZVPD RIJCOSX def2/J DEFGRID3
* xyz 0 6
C -1.9813 -3.3040 -5.9710
C -2.5034 5.0448 -1.4437
N 0.5253 -2.5380 3.1045
H 3.1162 2.8436 -6.9812
C 5.0849 2.0893 6.7386
C 3.2555 2.7937 5.3736
H -2.2761 -4.3934 4.8790
H 5.9369 0.2241 6.2365
H 1.4178 2.7148 -6.7395
C 2.0534 -0.0860 -3.6769
H -5.5558 1.3133 -2.3461
H -1.7601 -0.6034 2.9262
H 5.8119 2.3351 7.5287
N 2.9194 -1.3226 3.9032
C -5.1746 0.3057 -0.4429
C 0.7635 2.0810 -3.7106
F -1.5750 0.2814 -5.2200
C 3.1271 -0.8886 -4.1579
C -0.8296 -3.1443 2.8394
H -2.0260 -0.4578 0.6034
H 0.6853 3.0722 -4.1802
C 0.8936 -2.5494 4.5160
H -4.1965 -3.5363 6.0934
C 2.6169 1.5616 -5.3588
C 5.1274 0.8909 6.0035
C -2.8469 -0.1246 -0.0311
H 2.5793 3.5773 5.0151
H 4.4966 0.9958 -6.3463
H 2.7405 -2.3822 5.7116
C -6.5571 0.3021 0.0516
C 4.2328 0.5899 4.9706
H -1.0484 -3.0298 1.7828
C -2.5866 -3.3831 4.6675
H -3.7096 0.3028 4.2478
C -0.9150 3.2559 -0.9028
C -3.6844 -2.8818 5.3339
C 3.4123 -2.2433 -3.6700
N 3.9543 -0.4785 -5.0878
C -1.7381 -2.9249 -3.5763
C 1.8154 1.1985 -4.2329
O 2.3392 3.9773 -5.2913
I 0.3014 2.3544 0.5134
H 4.5924 -1.4397 5.1394
C -1.9412 -2.5946 3.6921
C -1.5312 -1.5544 -3.7691
H 3.8073 -2.8341 -4.5222
C 3.7718 0.7524 -5.5609
H 2.2480 4.7677 -5.8225
C 2.3946 -2.4787 4.6631
F -1.7299 -3.4896 -2.3790
C -0.9256 2.8450 -2.2638
S 3.1059 0.1700 1.6492
F -1.9308 -1.4636 -7.4211
C -2.0329 -3.7828 -4.6360
C -4.8294 0.8612 -1.6921
H 0.4632 -3.4590 4.9836
F -2.2921 -5.0946 -4.4709
H 0.4697 -1.6345 5.0509
Mn -0.5351 -0.2963 -2.3515
C -3.4229 -0.7499 4.2402
H 2.4633 -2.6885 -3.2588
C -1.6638 -1.0939 -5.0756
F -2.0535 -4.1567 -7.0433
C -1.7766 4.2849 -0.5213
H 4.9174 -0.7895 3.4721
C 4.1162 3.0489 6.4140
H 2.8809 -3.4481 4.3194
H -2.9959 5.9447 -1.1111
C 3.2471 1.5699 4.6662
C -2.3341 -1.2550 3.5464
H -1.5581 3.4144 -4.2986
H 4.2143 4.0679 6.7672
S 0.5723 -1.5275 0.6194
C 2.3732 -0.9231 2.7121
H -4.9188 -1.1745 5.6817
C -3.4900 0.6903 -2.0715
H -3.1589 5.2377 -3.4357
C -1.7053 3.5864 -3.2217
C 4.2394 -0.7691 4.3548
H -4.3449 -0.4167 1.4680
N -0.0726 1.7856 -2.7433
N -2.5254 0.1524 -1.2849
C -4.1373 -1.5943 5.0707
H -1.8596 4.5680 0.5045
C 2.3545 2.8094 -6.1723
N -7.6557 0.1103 0.3921
H 2.5519 1.3956 3.8638
H -0.7417 -4.2604 3.0840
C -1.8684 -1.9517 -6.1860
O 1.5167 -0.6654 -2.6179
C -4.1588 -0.0916 0.4364
H 4.1882 -2.2194 -2.8994
H -3.2049 1.0140 -3.0579
C -2.4891 4.6882 -2.7810
C 1.1540 -1.7014 2.2046
*
```

For the frontier orbital gap (spin up / spin down), the calculation gives 6.153 / 6.315 eV. The calculation puts the molar mass at 1019.76 Da. The HOMO energy (spin up / spin down) is -7.311 / -7.482 eV.

=====

Short version: w is the most stable of them.

=====

--- w ---
DFT (ωB97M-V/def2-TZVPD) results for the molecule C3H5FO.

ORCA input file:
```
! wB97M-V def2-TZVPD RIJCOSX def2/J DEFGRID3
* xyz 0 1
H 1.8396 0.9282 0.2238
C -1.1733 -0.5124 -0.2882
H 0.7130 -0.1955 1.5069
F 1.4813 -0.9848 -0.0412
H -1.0825 -1.4951 -0.7948
O -2.0973 -0.4754 0.4174
H 0.1852 0.6991 -1.3401
H -0.7374 1.3536 0.1438
C -0.1818 0.5346 -0.3001
C 1.0531 0.1477 0.4725
*
```

For the frontier orbital gap, the calculation gives 10.784 eV. The calculation puts the molar mass at 76.07 Da. The HOMO energy is -9.839 eV. As for the SMILES: O=CCCF.

=====

--- x ---
DFT (ωB97M-V/def2-TZVPD) results for the molecule C3H5FO.

ORCA input file:
```
! wB97M-V def2-TZVPD RIJCOSX def2/J DEFGRID3
* xyz 0 1
H 1.6760 -1.4606 0.3613
H 1.5116 -0.0134 1.3712
H -1.6544 0.9666 -1.7000
F -1.0904 2.6634 -1.0223
C 0.9120 -0.9454 1.0422
O -0.3431 0.7838 -0.0981
C -0.9735 1.2987 -1.0158
H -0.4577 -1.2867 -0.7330
H 0.4978 -1.5366 1.8580
C -0.0782 -0.4698 -0.0636
*
```

For the frontier orbital gap (spin up / spin down), the calculation gives 8.135 / 8.310 eV. The calculation puts the molar mass at 76.07 Da. The HOMO energy (spin up / spin down) is -7.119 / -7.235 eV.

=====

Short version: w is the most stable of them.

=====

--- w ---
DFT (ωB97M-V/def2-TZVPD) results for a 2-piece molecular cluster, C4H7FO2S overall.

ORCA input file:
```
! wB97M-V def2-TZVPD RIJCOSX def2/J DEFGRID3
* xyz 0 1
H 2.0223 1.1971 -1.1806
O -0.9103 1.4428 1.8437
H -2.3949 -2.9857 0.8811
C -0.5523 -2.0720 0.1850
O 1.5187 0.7875 1.4748
C -0.0524 1.4185 -0.6257
H 1.3115 2.6456 -1.8009
C 1.0126 1.5724 -1.5410
F 0.6527 -1.5708 0.6496
H 0.9167 1.0622 -2.5267
H -0.8671 2.2403 -0.6548
S 0.3255 1.4703 1.0290
C -1.3369 -2.6673 1.0925
H -0.8536 -2.9267 1.9131
H -0.7925 -1.6143 -0.7391
*
```

For the frontier orbital gap (spin up / spin down), the calculation gives 8.172 / 8.174 eV. The calculation puts the molar mass at 138.16 Da. The HOMO energy (spin up / spin down) is -9.603 / -9.604 eV. As for the SMILES: CC=S(=O)=O.C=CF.

=====

--- x ---
DFT (ωB97M-V/def2-TZVPD) results for the molecule C4H7FO2S.

ORCA input file:
```
! wB97M-V def2-TZVPD RIJCOSX def2/J DEFGRID3
* xyz 0 1
H 4.3531 1.2285 0.5603
C -1.5753 -1.1125 -0.7006
H -2.1941 -0.6554 0.0474
O 0.4760 -0.2403 1.8992
H -0.3628 0.7064 -0.4789
H -1.2376 -2.1420 -0.3590
S 0.8193 -0.8792 0.5919
O 0.8595 -2.3529 0.5995
C 3.4481 0.7235 0.8499
H -2.0640 -0.9244 -1.7003
C 2.5851 0.2604 -0.0541
H 3.2352 0.6774 1.8453
F 2.4834 0.3967 -1.3793
H 0.3121 -0.5475 -1.5674
C -0.2485 -0.3065 -0.7427
*
```

For the frontier orbital gap, the calculation gives 10.647 eV. The calculation puts the molar mass at 138.16 Da. The HOMO energy is -10.196 eV. As for the SMILES: C=C(F)S(=O)(=O)CC.

=====

Short version: x is the most stable of them.